Entry 1:
12
Properties=species:S:1:pos:R:3:nbo_charge:R:1 method="wB97M-V/def2-TZVPD" e_above_lowest_kj_mol=525.39 orbital_gap_ev="7.9 / 8.3" largest_force_ev_per_a=6.448 energy_ha=-443.0164 homo_energy_ev="-8.777 / -8.523"
C 0.29920 0.44728 0.13669 0.59
C 0.15077 -2.45114 -0.84682 0.48
N 0.89214 -1.42048 -1.12270 -0.46
N -0.87172 0.24940 0.57818 -0.76
N 1.02041 1.48131 -0.19476 -0.78
F -1.37844 -2.31594 -1.09317 -0.51
F 0.07946 -2.82979 0.48454 -0.39
H 0.25714 -3.42304 -1.39447 0.20
H -1.19173 -0.70707 0.58898 0.46
H -1.50755 0.94103 0.87465 0.38
H 1.89061 1.69739 -0.56817 0.44
H 0.63971 2.45643 0.12785 0.36


Entry 2:
11
Properties=species:S:1:pos:R:3:nbo_charge:R:1 method="wB97M-V/def2-TZVPD" e_above_lowest_kj_mol=223.11 total_charge=+1 orbital_gap_ev="6.9 / 6.9" largest_force_ev_per_a=4.853 energy_ha=-603.8138 homo_energy_ev="-13.889 / -13.886"
C -0.37010 0.06837 1.13895 0.33
N -1.43986 0.14120 1.90891 -0.76
N 1.51190 -0.69948 -2.25412 -0.79
N 0.01535 0.92760 0.28340 -0.73
S 1.05033 0.80642 -2.24325 0.73
H 0.21625 -0.77141 1.43474 0.18
H -1.61242 -0.42836 2.79295 0.43
H -2.24276 0.64569 1.55216 0.41
H 1.16079 -1.32520 -2.84842 0.40
H 2.22844 -1.07862 -1.68947 0.42
H -0.51791 1.71379 -0.07584 0.38


Entry 3:
7
Properties=species:S:1:pos:R:3:nbo_charge:R:1 method="wB97M-V/def2-TZVPD" e_above_lowest_kj_mol=226.17 orbital_gap_ev=9.1 smiles="C1=NCS1" largest_force_ev_per_a=3.926 energy_ha=-530.8486 homo_energy_ev=-9.085
C -0.09626 1.23747 -0.00407 0.14
N -0.89572 0.27211 -0.13057 -0.44
C -0.13392 -0.90075 0.01522 -0.25
S 1.64310 -0.01835 -0.04942 -0.11
H -0.12019 2.33979 0.16544 0.23
H -0.42435 -1.43837 0.84580 0.21
H 0.02734 -1.49191 -0.84240 0.21


Entry 4:
13
Properties=species:S:1:pos:R:3:nbo_charge:R:1 method="wB97M-V/def2-TZVPD" e_above_lowest_kj_mol=140.26 orbital_gap_ev=8.7 smiles="CCN(S)C=S" largest_force_ev_per_a=2.650 energy_ha=-969.5839 homo_energy_ev=-8.352
C -0.44895 1.50663 -0.33817 -0.63
C 0.24190 0.56934 0.75271 -0.22
N 0.36983 -0.85261 0.29999 -0.51
S 2.07208 -1.35983 0.03560 0.18
C -0.62773 -1.70178 0.06101 -0.06
S -2.25036 -1.41049 0.09374 -0.16
H -1.47937 1.73613 -0.33336 0.23
H -0.30083 1.19550 -1.35910 0.21
H -0.10111 2.53298 -0.24213 0.21
H -0.29161 0.65188 1.69497 0.22
H 1.25245 0.93606 0.93624 0.22
H 1.97559 -1.17192 -1.28264 0.12
H -0.41191 -2.63188 -0.31885 0.20